(1)
DFT (wB97M-V/def2-TZVPD) results for a molecular structure, C6H12O.

Values from the calculation:
molecular weight: 100.2 g/mol
LUMO: 0.0219 Eh
frontier orbital gap: 9.36 eV

The geometry in XYZ format:
```
19
Properties=species:S:1:pos:R:3:forces:R:3:mulliken_charge:R:1
C 1.94604 1.26110 -0.37188 0.327 -0.433 -0.074 -1.08
C 0.90451 -0.46704 0.51969 0.108 0.411 -0.115 -1.41
C -0.47005 -0.66858 0.21811 0.178 0.242 -0.261 1.28
C -0.87178 -1.71212 -0.80755 -0.006 0.067 -0.044 -1.47
C -1.53006 -0.08988 1.12445 -0.080 -0.019 0.170 -0.70
C -1.24071 0.85652 0.03224 0.037 -0.318 -0.217 -0.12
O -0.46638 1.90716 0.18006 0.345 -0.097 0.083 -0.64
H 2.05542 2.36610 -0.32767 -0.371 -0.461 0.157 0.38
H 1.92744 0.97479 -1.42440 0.037 -0.034 0.112 0.25
H 2.83025 0.85771 0.11720 -0.050 -0.039 -0.091 0.36
H 1.17929 -0.15899 1.52308 -0.025 -0.003 -0.133 0.38
H 1.61860 -1.13515 0.04006 -0.137 0.233 0.060 0.45
H -0.19670 -1.70188 -1.66949 -0.065 0.007 0.098 0.36
H -0.86329 -2.72482 -0.38444 0.028 0.181 0.003 0.32
H -1.88553 -1.52989 -1.18176 0.158 0.004 0.067 0.36
H -1.20655 0.21183 2.11684 -0.016 0.007 -0.083 0.27
H -2.48598 -0.60769 1.10383 0.121 0.060 -0.020 0.30
H -1.86642 0.81158 -0.86698 0.152 -0.017 0.194 0.35
H 0.62191 1.54927 0.05862 -0.741 0.211 0.095 0.36
```
Forces are in eV/Å.

=====

(2)
DFT (wB97M-V/def2-TZVPD) results for 2 unconnected molecules or ions with the total composition C2H4N6O at a distorted geometry.

Values from the calculation:
molecular weight: 128.1 g/mol
LUMO (spin up / spin down): 0.0182 / 0.0182 Eh
frontier orbital gap (spin up / spin down): 8.61 / 8.61 eV

The geometry in XYZ format:
```
13
Properties=species:S:1:pos:R:3:forces:R:3:mulliken_charge:R:1
C 1.23040 -1.76383 -0.43367 -2.612 0.492 -4.327 -0.10
C -0.05648 2.57893 -0.32686 -2.363 -0.391 3.208 0.55
N 2.49812 -1.70217 -0.22681 1.220 -0.250 3.338 -0.20
N 2.61586 -1.34933 1.01607 1.461 0.986 1.147 -0.39
N 1.37714 -1.05007 1.50871 1.104 -0.487 -0.981 0.11
N 0.46280 -1.15012 0.53710 1.700 -1.808 -1.033 0.68
N 0.99408 2.66016 -0.87169 1.332 0.030 -1.155 -0.38
N -0.77093 -0.86982 0.49077 -1.227 0.085 -0.427 -0.94
O -0.93197 2.42029 0.46112 1.081 0.318 -1.837 -0.44
H 1.03239 -2.00104 -1.50412 -1.327 0.384 1.367 0.37
H 1.28046 -0.50687 2.34022 -0.247 0.291 0.314 0.25
H 1.30661 3.17548 -1.66800 -0.066 0.031 -0.163 0.28
H -1.12976 -0.73021 1.41789 -0.056 0.321 0.550 0.22
```
Forces are in eV/Å.

=====

(3)
DFT (wB97M-V/def2-TZVPD) results for 2 unconnected molecules or ions with the total composition C4H12N2Si at a distorted geometry.

Values from the calculation:
molecular weight: 116.2 g/mol
LUMO (spin up / spin down): 0.0003 / -0.0060 Eh
frontier orbital gap (spin up / spin down): 9.18 / 6.37 eV

The geometry in XYZ format:
```
19
Properties=species:S:1:pos:R:3:forces:R:3:mulliken_charge:R:1
C 1.18547 2.78375 -0.80459 0.914 -0.677 0.181 -0.62
C 1.52758 1.67062 -0.07010 -4.254 1.013 -3.958 -0.35
C -1.03989 -1.55484 -1.51059 -2.964 1.727 -0.966 -0.88
C 0.67760 -0.74517 1.62455 -0.319 1.497 0.116 -1.07
N -2.27374 1.11149 1.55086 1.373 0.039 0.193 -0.55
N 0.17234 -0.81428 -1.40306 1.125 0.105 -0.572 -0.12
Si 0.40337 0.16460 -0.02933 -0.081 0.606 1.703 0.14
H 1.82423 3.67736 -0.77765 -0.241 -0.276 0.389 0.24
H 0.36210 2.93655 -1.53816 0.526 -0.863 0.688 0.23
H 2.20081 1.78409 0.66822 2.664 0.275 2.260 0.44
H -1.37866 -2.00587 -0.60441 0.458 -1.305 0.545 0.26
H -1.94062 -0.84395 -1.61707 1.087 -0.622 -0.377 0.30
H -1.03594 -2.14164 -2.43352 -0.073 -0.491 0.656 0.32
H 0.81333 -0.01328 2.46088 0.093 -0.282 -0.848 0.32
H -0.23077 -1.23269 1.89862 -0.673 -0.640 0.057 0.32
H 1.47807 -1.44522 1.65493 0.790 -0.634 -0.113 0.39
H -2.69286 0.20065 1.78721 0.318 0.126 -0.031 0.17
H -1.57746 1.29137 2.32704 -0.861 -0.352 -0.902 0.18
H 0.67263 -0.89430 -2.29338 0.119 0.754 0.981 0.28
```
Forces are in eV/Å.

=====

(4)
DFT (wB97M-V/def2-TZVPD) results for a single C2H7FN2 molecule at a distorted geometry.

Values from the calculation:
molecular weight: 78.1 g/mol
LUMO: 0.0372 Eh
frontier orbital gap: 10.57 eV

The geometry in XYZ format:
```
12
Properties=species:S:1:pos:R:3:forces:R:3:mulliken_charge:R:1
C 0.68700 -0.40741 0.79067 2.066 0.644 -3.760 -1.16
C -0.58923 -0.21540 0.00231 0.106 4.339 -1.663 0.84
N -0.69842 -0.69572 -1.34205 -3.495 1.102 1.676 -0.59
N -0.79069 1.57886 -0.16633 2.655 -4.017 5.143 -0.69
F -1.58591 -0.71405 0.82640 -0.243 0.177 -0.624 -0.31
H 0.93733 -1.48243 0.67741 0.206 0.661 0.604 0.34
H 1.59317 0.32986 0.51331 -2.307 -1.882 0.395 0.28
H 0.27083 -0.13566 1.67797 -0.021 0.351 3.272 0.33
H -1.63633 -1.15503 -1.44111 1.300 0.649 -0.101 0.26
H -0.00602 -1.31567 -1.56669 2.094 -1.935 -0.649 0.23
H -1.19522 1.86666 0.77554 0.429 -0.361 -1.742 0.24
H -1.43811 1.68120 -0.84801 -2.792 0.271 -2.550 0.23
```
Forces are in eV/Å.

=====

(5)
DFT (wB97M-V/def2-TZVPD) results for a single C4H6N2O molecule at a distorted geometry.

Values from the calculation:
molecular weight: 98.1 g/mol
LUMO: 0.0134 Eh
frontier orbital gap: 9.07 eV

The geometry in XYZ format:
```
13
Properties=species:S:1:pos:R:3:forces:R:3:mulliken_charge:R:1
C 1.16953 2.15614 -1.19591 0.350 0.395 -0.407 -0.80
N 0.00784 1.86932 -0.34910 0.343 -0.842 0.571 -0.33
C -0.05232 0.70088 -0.07639 0.207 0.630 0.002 0.63
C 0.08899 -0.58064 0.22909 -0.227 0.018 0.113 -0.68
C -1.16361 -1.14989 0.69906 -0.215 -0.049 0.005 0.60
N -1.07527 -2.39622 1.24735 -0.205 -0.257 -0.082 -0.43
O -2.19496 -0.48711 0.71093 0.068 -0.425 -0.072 -0.63
H 1.08319 3.15112 -1.61107 0.058 0.064 -0.172 0.28
H 2.00670 2.11381 -0.48907 0.079 0.273 -0.459 0.29
H 1.33042 1.39701 -1.97250 -0.120 0.255 0.033 0.30
H 1.09411 -0.96023 0.39733 -0.264 0.099 0.344 0.28
H -0.32899 -3.00125 0.94424 -0.137 -0.013 0.092 0.22
H -1.96563 -2.81292 1.46604 0.063 -0.148 0.031 0.25
```
Forces are in eV/Å.